# 1
# C54H52F5N5O3PtTe

A structure of composition C54H52F5N5O3PtTe (the ωB97M-V functional and the def2-TZVPD basis, OMol25).

```
121
Properties=species:S:1:pos:R:3:forces:R:3
Pt 0.319451 -0.475917 -0.032868 0.16 0.02 0.15
Te -2.355613 -0.777889 0.292621 -0.07 -1.23 -0.79
F 0.947445 2.835156 3.083365 -0.13 -0.06 -0.05
F -4.142621 2.895991 5.040072 0.10 0.04 0.02
F -2.206133 4.449093 6.123493 0.01 -0.08 -0.09
F 0.317295 4.419011 5.165532 -0.12 -0.03 -0.01
F -3.543841 1.269096 2.961519 0.18 0.13 0.05
O 0.923867 -5.931691 -1.669404 -0.03 -0.02 0.03
O 0.997338 -2.415186 -0.945051 -0.09 0.04 0.06
O -0.987941 1.222703 1.985217 0.05 0.19 0.12
N 0.833749 -1.467446 2.131264 0.07 0.19 -0.20
N 2.006989 -3.288511 3.235010 0.00 0.04 -0.04
N 2.142269 -1.043199 4.137940 0.01 0.10 0.14
N 0.067103 -2.288194 4.289902 -0.10 0.01 0.10
N -0.281736 -0.240958 -2.321700 -0.59 0.51 -0.23
C 4.754391 -4.438809 0.708105 0.03 0.03 0.01
C 1.402255 -2.650996 -2.166364 0.01 0.17 -0.03
C 0.852772 -0.378619 -2.923534 0.12 0.12 0.08
C 2.855222 1.548176 -0.019515 0.07 -0.02 0.05
C -2.247089 3.695916 -1.289079 0.01 -0.01 -0.02
C -4.061093 -3.276612 0.034855 0.09 0.01 0.01
C 3.860260 -4.331905 -0.349518 0.02 0.05 0.00
C -1.710486 -3.794360 -0.058015 0.12 -0.05 0.08
C 1.393484 -1.701573 -3.230479 0.20 -0.10 0.00
C -0.604427 3.644853 4.601827 0.07 0.08 0.10
C 3.766855 3.780503 -0.460022 0.10 -0.01 0.04
C 2.445546 -5.975461 0.695065 -0.01 -0.02 -0.02
C 1.534804 3.231931 -3.720212 0.02 0.00 0.03
C 1.961784 -2.011981 -4.467815 -0.16 0.05 0.02
C 1.598808 0.859291 -3.272569 0.00 -0.06 0.00
C -1.491083 4.788656 -1.785227 0.01 -0.04 0.04
C -1.347386 -1.221653 -2.509716 0.24 -0.15 0.02
C -3.344277 -5.530994 -0.390371 0.02 -0.01 0.00
C -4.242339 4.741177 -2.210470 -0.01 0.01 0.00
C -3.477410 5.802644 -2.692446 0.02 -0.02 0.02
C 2.496646 -3.253398 -4.748254 0.08 -0.14 -0.09
C 4.078226 2.374112 0.069410 -0.36 -0.05 0.02
C -1.269848 1.972872 2.917112 -0.05 0.30 0.35
C 1.881646 -3.939011 -2.499170 -0.13 -0.10 -0.13
C 5.184977 1.729790 -0.772140 0.04 0.04 0.04
C -0.331271 -1.747449 2.996672 0.03 -0.07 0.09
C 0.954908 -1.322548 4.946381 0.06 -0.11 -0.18
C 1.865326 0.844873 -0.050802 0.35 -0.42 0.00
C -2.595169 -0.685239 -1.844970 -0.04 0.17 -0.13
C 0.914394 2.076551 -3.279477 -0.03 0.02 -0.03
C -2.729265 -2.866736 0.104982 -0.35 0.09 0.22
C 0.821652 -3.524553 4.056067 0.04 0.05 -0.07
C 4.489433 -5.304524 1.758276 -0.03 -0.04 -0.01
C -2.607376 2.043457 3.487473 -0.13 -0.12 -0.07
C -2.019614 -5.127783 -0.311168 -0.07 0.02 0.02
C 1.584476 -2.732280 1.950175 0.10 -0.12 0.19
C 2.851318 -2.306085 3.914860 -0.07 -0.03 -0.07
C 3.330314 -6.073484 1.753330 0.03 0.02 -0.03
C -2.101198 5.819680 -2.466416 0.01 0.00 -0.02
C -3.646009 3.708999 -1.518797 0.03 -0.02 0.02
C -1.912820 3.664651 5.106416 -0.01 -0.04 -0.06
C -1.631250 2.644307 -0.598486 0.02 0.04 0.12
C 3.540061 1.987107 -4.161297 0.02 -0.01 0.02
C 1.751979 -5.058950 -1.512382 0.14 0.17 0.10
C -4.366120 -4.606525 -0.214464 0.00 0.02 -0.01
C 2.703753 -5.101391 -0.359928 -0.05 -0.09 0.04
C 3.161669 -3.546347 -6.070695 -0.16 0.08 0.04
C 1.716193 -0.514648 2.846910 0.10 -0.13 0.13
C 4.512703 2.448796 1.539231 0.03 0.02 -0.05
C -0.286050 2.836667 3.547925 0.09 0.12 0.01
C 2.398973 -4.220865 -3.750363 0.04 0.02 0.06
C 2.924572 0.832399 -3.698352 0.01 -0.03 0.04
C -2.913112 2.857080 4.539076 0.00 0.03 0.02
C 2.848206 3.188475 -4.174862 -0.05 0.01 0.00
H -3.475974 -1.267136 -2.110665 -0.04 0.00 0.14
H 3.328462 4.090400 -4.534052 0.00 -0.02 -0.01
H -3.947839 6.611051 -3.236085 -0.01 0.00 0.01
H -1.509478 6.651282 -2.828482 0.01 -0.02 -0.01
H 2.754180 -5.228548 -3.944848 -0.01 0.01 -0.02
H 4.065561 -3.661016 -1.175029 -0.03 0.02 0.02
H 3.408428 3.726347 -1.488144 0.01 0.01 0.01
H -5.312062 4.730192 -2.377714 0.00 -0.01 0.00
H -0.422361 4.797967 -1.602356 0.00 0.02 -0.04
H -4.855543 -2.550574 0.163480 -0.03 -0.04 0.00
H 4.785055 1.457853 1.907654 0.01 0.01 0.00
H -3.582220 -6.566748 -0.597453 0.00 0.01 0.00
H 1.171053 0.414958 2.991205 0.02 0.03 -0.04
H 1.130056 -3.941300 5.016737 -0.02 0.00 0.01
H 3.995548 -2.863755 -6.246172 0.02 -0.04 0.00
H -0.881224 -0.820251 3.157270 -0.01 0.01 -0.06
H 1.545207 -6.576172 0.657812 0.01 0.00 0.01
H 2.993214 4.251952 0.149115 0.01 0.01 -0.01
H 4.665995 4.402794 -0.430611 -0.02 0.01 0.00
H -2.737989 0.358165 -2.126072 -0.05 0.00 0.05
H 5.365751 0.704324 -0.445927 0.01 0.01 0.01
H 5.376812 3.110297 1.645178 -0.01 -0.02 0.02
H 0.172608 -4.241548 3.548596 0.00 -0.02 0.01
H -4.240114 2.886099 -1.136581 -0.02 0.01 -0.03
H 3.478790 -0.095774 -3.657408 0.01 0.01 -0.02
H 3.546601 -4.565175 -6.093793 0.00 0.00 -0.03
H 3.162199 -2.715590 4.878187 0.03 0.02 0.01
H 1.943679 -1.255326 -5.246161 0.07 0.04 0.05
H 4.899037 1.708169 -1.822963 0.02 0.00 0.01
H 2.466836 -3.424947 -6.904684 0.01 -0.04 0.00
H 5.189163 -5.383943 2.581057 -0.02 0.00 0.00
H -0.560503 2.604758 -0.436799 -0.01 0.00 -0.03
H 3.698208 2.826839 2.158941 0.03 0.04 0.00
H 6.112972 2.299491 -0.669362 -0.01 -0.01 -0.02
H 2.457186 -2.534413 1.330646 -0.02 0.03 -0.06
H 1.265788 -1.729506 5.910018 -0.01 0.02 0.02
H -1.527409 -1.305165 -3.587603 -0.01 -0.01 -0.01
H 3.122049 -6.748823 2.573148 0.00 0.02 0.01
H -5.400541 -4.918804 -0.284475 0.00 0.00 0.03
H 0.988505 4.167482 -3.725312 0.00 -0.01 -0.01
H -1.217696 -5.836035 -0.475218 0.01 0.00 0.00
H 3.736290 -2.115623 3.304634 0.00 0.00 0.00
H 0.953901 -3.456709 1.439035 -0.03 0.04 -0.06
H -0.115691 2.091346 -2.947969 0.00 0.00 -0.02
H 2.586213 -0.310812 2.224850 -0.04 0.01 -0.06
H -0.672855 -3.483991 -0.024013 -0.02 0.05 -0.09
H -0.980886 -2.469189 2.495914 0.02 -0.01 -0.05
H 4.564672 1.949459 -4.510336 0.00 -0.01 0.04
H -2.224946 1.840152 -0.178132 -0.01 0.23 -0.10
H 0.408502 -0.390418 5.113907 -0.01 0.00 0.00
H 5.662100 -3.848026 0.711292 -0.01 0.00 -0.01
H -1.111818 -2.225358 -2.146528 0.02 0.00 0.03
```
Positions in Å, forces in eV/Å.

As for the multiplicity: 5. The value obtained for the HOMO energy (spin up / spin down) is -6.8923 / -7.2619 eV. As for the LUMO energy (spin up / spin down): -0.16 / -3.09 eV. The value obtained for the energy is -3474.8389 a.u. Its energy above the lowest of the compared OMol25 structures with the same formula, charge and spin is 0.327 eV. For the max |F|, the calculation gives 0.02851 hartree/bohr.

=====

# 2
# C9H19NPZn

A structure of composition C9H19NPZn (the ωB97M-V functional and the def2-TZVPD basis, OMol25).

```
31
Properties=species:S:1:pos:R:3:forces:R:3
Zn -0.626884 -1.823955 -1.405160 0.03 0.80 -0.98
P 0.217774 0.264371 -0.564222 0.44 0.12 0.12
N -1.391316 -2.496236 0.274067 -0.19 -0.81 0.32
C 1.621696 1.186090 1.721005 -1.24 -1.13 0.52
C 0.437020 0.544626 1.201347 0.01 1.15 0.51
C -0.407176 0.212934 3.455336 0.65 0.71 -0.46
C -0.796986 0.218807 -4.189886 -0.65 0.33 0.44
C -0.990811 1.662912 -0.909543 -0.29 0.88 -0.44
C 1.793168 1.247062 3.106926 0.02 0.18 -0.93
C 0.803553 0.739215 3.941468 -0.74 -0.57 0.13
C 1.943220 -0.548128 -0.787739 0.15 0.65 -0.70
C -0.639908 0.223503 2.079271 0.92 0.19 0.01
H -1.194438 1.813652 -1.981841 0.22 -0.16 0.39
H 1.993341 -0.782228 -1.864262 0.35 -0.02 0.43
H -1.726454 -3.444094 0.113655 -0.25 -0.10 0.34
H -2.160480 -1.931762 0.651729 0.04 -0.11 -0.15
H -0.658310 2.619584 -0.468092 -0.02 -0.38 -0.20
H 0.025139 0.551279 -3.557930 0.03 0.16 0.02
H -1.953414 1.383095 -0.441742 -0.07 -0.23 0.08
H 2.014171 -1.481359 -0.194793 -0.28 -0.13 0.04
H -0.667487 -2.546852 0.996904 0.03 -0.03 0.21
H -1.660167 0.081744 1.697352 0.62 -0.41 0.02
H -1.475843 1.057816 -4.405856 0.37 -0.11 -0.01
H -1.358106 -0.524783 -3.592608 0.36 0.34 -0.82
H -0.373253 -0.165625 -5.113067 -0.23 -0.33 -0.04
H 2.336882 1.675709 1.061615 -0.12 -0.46 0.01
H 2.698429 1.714704 3.505981 -0.40 -0.13 0.02
H 2.768362 0.096635 -0.471282 -0.10 -0.13 -0.29
H 0.950634 0.762998 5.000906 0.12 0.00 0.52
H -1.179174 -0.173772 4.110859 0.10 0.23 0.16
H -0.343195 -2.137950 -2.970393 0.10 -0.53 0.74
```
Positions in Å, forces in eV/Å.

The value obtained for the HOMO energy is -0.0670 eV. The total charge is -1. As for the LUMO energy: 2.48 eV. The value obtained for the energy is -2529.5822 a.u. Its energy above the lowest of the compared OMol25 structures with the same formula, charge and spin is 0.000 eV. For the max |F|, the calculation gives 0.03412 hartree/bohr.